ORCA calculation (ωB97M-V/def2-TZVPD) on the ion C4H11N2S with charge +1.

```
! wB97M-V def2-TZVPD RIJCOSX def2/J DEFGRID3
* xyz 1 1
S 0.89988 -0.83595 0.94501
N -1.74064 0.59591 1.46332
N 2.17926 1.35377 -0.17950
C 2.06801 -0.06413 -0.16778
C -1.29838 -0.17019 -0.73968
C -0.36087 -1.38150 -0.28568
C -2.23838 0.26029 0.35191
H 0.07484 -1.70761 -1.22172
H -0.79302 0.26821 1.64145
H -0.96544 -2.22182 0.27919
H -3.28860 0.26599 0.26872
H 3.04392 -0.50490 0.28330
H 2.31122 1.69195 -1.17405
H 2.00397 -0.54291 -1.15641
H -1.84440 -0.42529 -1.71421
H -2.29116 0.87672 2.30470
H 3.01766 1.71709 0.25796
H -0.77788 0.82435 -1.15654
*
```

Kohn-Sham gap in eV: 8.346
LUMO in eV: -4.62
SMILES string: NCSCCC=[NH2+]
Largest force on an atom in eV/Å: 3.86

---

ORCA calculation (ωB97M-V/def2-TZVPD) on a structure of composition C4H11N2SSr.

```
! wB97M-V def2-TZVPD RIJCOSX def2/J DEFGRID3
* xyz -1 1
Sr 1.81904 0.14777 -0.36100
S -0.53854 -1.13812 3.59308
N 0.62104 -0.62423 1.38370
N 1.49158 -1.73924 -2.12383
C 1.12783 -0.65213 3.62535
C -0.56982 -0.98515 1.89089
C -2.17315 2.39982 -1.67159
C 1.60667 -0.40062 2.36470
H 1.71146 -0.56918 4.54734
H -2.60292 1.67372 -0.98718
H -2.14709 1.28378 -2.67392
H -1.40995 -1.19349 1.27645
H 2.61150 -0.08224 2.05782
H -1.11908 2.54026 -1.40308
H -2.08369 2.15857 -2.77778
H 2.37116 -1.97288 -2.59371
H -2.73244 3.32969 -1.56502
H 1.18672 -2.60670 -1.70217
H 0.82970 -1.56963 -2.88006
*
```

Kohn-Sham gap (alpha / beta) in eV: 3.484 / 3.611
LUMO (alpha / beta) in eV: 2.85 / 2.97
Largest force on an atom in eV/Å: 4.78

---

ORCA calculation (ωB97M-V/def2-TZVPD) on the molecule C4H11N3.

```
! wB97M-V def2-TZVPD RIJCOSX def2/J DEFGRID3
* xyz 0 1
N -0.65955 1.06386 0.38954
N -2.76168 0.12069 0.20185
N 1.45193 -1.38322 -1.60198
C 0.01067 -0.12388 0.93732
C 1.48130 -0.36106 0.81011
C 1.89816 -0.27677 -0.63820
C -1.94081 1.15230 0.07980
H -0.50572 -1.06357 0.47894
H 3.03400 -0.08367 -0.90553
H 1.49588 0.73973 -1.00748
H -2.27289 2.21111 -0.11104
H -0.27214 -0.27484 2.02092
H -0.10240 1.75330 -0.05546
H 2.21396 0.24327 1.44232
H 1.78546 -1.31926 1.14776
H -2.50533 -0.45455 1.01156
H 1.74276 -1.31002 -2.58541
H 0.47554 -1.39439 -1.49663
*
```

Kohn-Sham gap in eV: 9.407
LUMO in eV: 0.85
SMILES string: [H]/N=C\NCCCN
Largest force on an atom in eV/Å: 5.06